{"formula": "C3H9BrOSi", "method": "ωB97M-V with the def2-TZVPD basis set", "elements": ["C", "C", "C", "O", "Si", "Br", "H", "H", "H", "H", "H", "H", "H", "H", "H"], "xyz": [[-0.049603, 2.270393, -0.694871], [1.049368, -2.139753, -0.752725], [-0.675682, -0.535493, 2.281279], [-0.363551, 1.364815, 0.306430], [-0.916049, -0.091531, 0.502249], [-2.858983, -0.203104, -0.491964], [-0.283880, 3.351179, -0.429792], [-0.506928, 2.062136, -1.683292], [0.997995, 2.388446, -0.788354], [0.523500, -2.840255, -1.381444], [1.621565, -1.418091, -1.265065], [1.439535, -2.503906, 0.185023], [-1.232790, 0.228542, 2.906021], [-1.079612, -1.576921, 2.341768], [0.379524, -0.592613, 2.553685]], "atomic_forces_ev_per_a": [[-0.78, 2.12, -0.74], [-1.95, 1.00, 1.22], [-1.35, -0.18, 0.21], [0.55, 1.72, 0.27], [2.03, -2.81, -0.86], [-0.56, -0.18, 0.03], [-0.60, -1.39, 0.09], [0.17, -0.13, 0.63], [1.33, -0.66, -0.34], [-0.19, -0.06, 0.07], [0.71, 0.65, -0.46], [0.08, -0.09, 0.00], [0.58, -1.14, -0.38], [0.06, 0.89, 0.46], [-0.09, 0.26, -0.20]], "mulliken_charge": [-0.63, -1.02, -0.83, -0.12, 0.32, -0.27, 0.25, 0.29, 0.27, 0.27, 0.32, 0.29, 0.29, 0.28, 0.30], "largest_force_ev_per_a": 3.6, "de_lowest_ev": 3.122, "homo_energy_ha": [-0.284, -0.263], "orbital_gap_ev": [7.87, 7.41], "energy_ev": -83223.6130, "lumo_ev": [0.14, 0.26], "charge": 0}